Below is 3 unconnected molecules or ions with the total composition C31H57F4N2O12P at a distorted geometry, with properties calculated with ωB97M-V/def2-TZVPD.

CARTESIAN COORDINATES (ANGSTROEM)
C (6.8780, -1.7005, 1.9903)
C (6.9952, -0.0857, 1.7328)
C (8.4766, 0.6169, 1.7290)
C (5.7845, 0.7838, 1.4569)
C (5.4559, 1.0880, -0.1150)
C (4.0877, 0.4310, -0.7072)
C (3.3196, -0.6448, 0.2492)
C (2.4393, 0.2162, 1.3814)
C (2.3185, -1.6917, -0.5137)
C (1.4625, -1.0921, -1.7642)
C (-0.0716, -0.5954, -1.3868)
O (-0.4248, -0.7148, 0.0270)
C (-1.3410, -1.8814, 0.2742)
C (-1.2165, -2.1016, 1.9286)
O (-0.9023, -0.8534, 2.6537)
C (-1.0811, -1.1536, 4.0966)
F (-0.3367, -2.3430, 4.5698)
F (-0.5692, 0.0068, 4.9107)
F (-2.5070, -1.3199, 4.4917)
O (-0.7553, -3.0004, -0.4369)
C (-1.6111, -4.1371, -0.6925)
C (-1.8776, -5.1389, 0.6101)
N (-0.6650, -5.3293, 1.4915)
C (0.4707, -6.0452, 0.7981)
C (1.8725, -5.4398, 1.4730)
C (1.8602, -5.5814, 3.1377)
O (3.0963, -6.0190, 0.8978)
C (-2.8160, -1.3660, -0.2140)
C (-4.0881, -2.1680, 0.5198)
O (-2.9927, 0.0939, -0.2486)
C (-3.4753, 0.6581, 1.0084)
C (-5.0786, 1.0362, 1.0438)
P (-5.8525, 1.4220, -0.6563)
O (-4.8512, 1.9701, -1.7486)
O (-6.7645, 0.0106, -1.1388)
O (-7.0628, 2.6906, -0.3692)
C (-0.0814, 1.0451, -1.7207)
O (-0.9111, 1.5025, -2.6818)
N (0.8172, 2.0607, -1.0555)
C (0.0735, 2.8258, 0.0569)
O (-0.2713, 2.1431, 1.1735)
F (-0.2024, 4.2871, -0.0847)
H (6.0625, -2.1457, 1.2427)
H (7.9019, -2.2098, 1.6611)
H (6.6731, -2.0044, 3.1025)
H (9.3355, -0.1347, 2.0403)
H (8.5256, 1.6216, 2.3268)
H (8.7061, 0.8983, 0.5918)
H (5.1789, 1.1809, 2.3851)
H (5.3363, 2.2719, -0.2106)
H (6.3578, 0.8061, -0.8087)
H (3.3550, 1.3101, -1.0032)
H (4.3482, -0.1270, -1.7190)
H (4.0523, -1.3220, 0.9061)
H (2.2350, 1.3201, 1.0413)
H (1.4973, -0.3666, 1.7577)
H (3.1639, 0.3034, 2.3263)
H (3.0183, -2.5497, -0.9616)
H (1.6680, -2.2440, 0.3165)
H (1.3112, -1.9959, -2.5309)
H (1.9743, -0.2412, -2.3807)
H (-0.8356, -1.0507, -2.1483)
H (-2.0977, -2.7235, 2.3783)
H (-0.2454, -2.7864, 2.0504)
H (-2.6437, -3.9378, -1.2006)
H (-1.0220, -4.8342, -1.4663)
H (-2.1452, -6.2105, 0.1707)
H (-2.7813, -4.8050, 1.2776)
H (-0.9496, -5.8848, 2.3448)
H (0.4573, -7.1835, 1.0699)
H (0.5301, -5.8902, -0.3597)
H (1.8782, -4.2662, 1.2666)
H (0.8651, -6.0549, 3.5410)
H (2.8148, -6.1716, 3.5256)
H (1.9599, -4.4893, 3.5971)
H (3.7681, -5.2556, 0.8541)
H (-2.9020, -1.7112, -1.3557)
H (-4.0568, -1.9940, 1.6921)
H (-4.0917, -3.3171, 0.3030)
H (-5.1367, -1.7576, 0.1419)
H (-3.2490, 0.0438, 1.9755)
H (-2.9045, 1.6982, 1.1495)
H (-5.1581, 2.0385, 1.6857)
H (-5.6163, 0.1649, 1.6211)
H (-6.1783, -0.7102, -1.5138)
H (-7.7438, 2.3381, 0.3055)
H (1.0587, 2.7650, -1.8038)
C (1.9692, 5.8209, -2.4211)
C (3.2707, 5.2735, -2.9433)
C (4.2796, 6.2617, -3.4645)
O (3.5008, 4.0653, -2.9441)
H (1.3391, 4.9933, -2.0783)
H (2.1590, 6.4888, -1.5773)
H (1.4439, 6.3537, -3.2178)
H (4.5723, 6.9493, -2.6670)
H (3.8573, 6.8141, -4.3077)
H (5.1698, 5.7242, -3.8082)
C (-8.1548, 6.4185, -2.7359)
C (-7.1014, 5.6672, -3.5054)
C (-6.6676, 4.3313, -2.9643)
O (-6.6140, 6.1274, -4.5366)
H (-8.3687, 7.3652, -3.2433)
H (-9.0741, 5.8294, -2.6925)
H (-7.7939, 6.6360, -1.7274)
H (-7.5207, 3.6491, -2.9310)
H (-6.2404, 4.4557, -1.9660)
H (-5.9029, 3.9044, -3.6220)

The SMILES is CC(C)=CCC[C@@H](C)CC[C@@H](O[C@](COC(F)(F)F)(OCCNC[C@@H](C)O)[C@@H](C)OCCP(=O)(O)O)C(=O)NC(=O)F.CC(C)=O.CC(C)=O. The spin multiplicity is 1. For the maximum force, the calculation gives 10.0 eV/A. The HOMO-LUMO gap is 6.37 eV. Its total energy is -2967.96491 a.u. The HOMO energy comes out at -0.2402 Eh.

=====

Below is 5 unconnected molecules or ions with the total composition C31H57F5NO8S at a distorted geometry, with properties calculated with ωB97M-V/def2-TZVPD.

CARTESIAN COORDINATES (ANGSTROEM)
C (1.2884, -1.5030, 2.2946)
O (2.4194, -0.6836, 2.0687)
C (3.0981, -1.0217, 0.8584)
C (2.9431, 0.0245, -0.2687)
C (2.1958, 1.2948, 0.1388)
C (0.6967, 1.0546, 0.3107)
C (-0.1724, 2.1977, -0.2191)
C (-0.5508, 1.9340, -1.7013)
C (-2.0336, 1.6262, -1.9388)
C (-2.4501, 0.1374, -2.0345)
S (-1.3437, -0.8566, -3.0669)
O (-0.1528, -1.1807, -2.3217)
O (-2.0113, -2.0066, -3.6157)
C (-0.7523, 0.1354, -4.5421)
F (0.5672, 0.3853, -4.3712)
F (-1.4127, 1.3033, -4.6978)
C (-0.8947, -0.6596, -5.8756)
F (-2.1944, -0.8376, -6.1715)
F (-0.2342, -1.8282, -5.8461)
F (-0.3519, 0.1142, -6.8516)
C (-3.8709, 0.0972, -2.6815)
C (-4.9117, -0.9232, -2.1319)
C (-6.2772, -0.1764, -2.0574)
C (-5.1390, -2.0533, -3.1281)
N (-4.6078, -1.4486, -0.7850)
O (-4.2319, -2.6718, -0.7514)
C (-3.7545, -0.5743, 0.0557)
C (-3.5300, -1.3165, 1.3985)
C (-4.3969, 0.7642, 0.3941)
C (-2.3851, -0.4820, -0.6206)
H (1.6063, -2.5274, 2.4851)
H (0.7633, -1.1593, 3.1745)
H (0.5945, -1.4876, 1.4517)
H (2.7006, -1.9764, 0.5192)
H (4.1508, -1.1428, 1.1022)
H (2.4033, -0.4228, -1.0980)
H (3.9382, 0.2661, -0.6284)
H (2.3654, 2.0174, -0.6638)
H (2.6238, 1.7409, 1.0345)
H (0.4728, 0.8781, 1.3615)
H (0.4526, 0.1288, -0.2070)
H (0.3441, 3.1458, -0.1277)
H (-1.0946, 2.2907, 0.3536)
H (-0.3296, 2.8444, -2.2578)
H (0.1294, 1.1821, -2.0866)
H (-2.5948, 2.0790, -1.1274)
H (-2.3793, 2.1317, -2.8368)
H (-4.2753, 1.1002, -2.6021)
H (-3.7560, -0.1241, -3.7391)
H (-6.9579, -0.7637, -1.4502)
H (-6.1720, 0.8338, -1.6786)
H (-6.6665, -0.1224, -3.0701)
H (-6.0439, -2.5902, -2.8473)
H (-4.3318, -2.7743, -3.1323)
H (-5.2886, -1.6493, -4.1237)
H (-2.6012, -1.8736, 1.4103)
H (-3.4662, -0.5671, 2.1840)
H (-4.3730, -1.9546, 1.6330)
H (-4.5157, 1.4117, -0.4690)
H (-3.8537, 1.2835, 1.1734)
H (-5.4086, 0.5731, 0.7510)
H (-1.7340, 0.1005, 0.0230)
H (-1.9735, -1.4869, -0.6402)
C (5.1554, -4.2332, -2.1240)
C (4.1309, -3.1228, -2.1399)
O (4.3742, -2.0320, -1.6805)
C (2.7885, -3.4379, -2.7530)
H (6.0706, -3.8761, -1.6572)
H (4.7747, -5.0848, -1.5581)
H (5.3759, -4.5528, -3.1436)
H (2.3137, -4.2586, -2.2124)
H (2.9142, -3.7263, -3.7983)
H (2.1434, -2.5632, -2.7005)
C (6.4208, 2.9991, 4.0359)
C (5.3822, 2.4701, 3.0736)
O (4.2561, 2.9047, 3.0621)
C (5.8257, 1.3774, 2.1304)
H (5.9789, 3.7766, 4.6545)
H (6.7805, 2.1937, 4.6780)
H (7.2636, 3.4180, 3.4837)
H (6.1623, 0.5080, 2.6972)
H (6.6403, 1.7416, 1.5019)
H (4.9924, 1.0853, 1.4959)
C (0.3732, -3.3328, 6.4895)
C (0.0494, -3.8633, 5.1136)
O (-0.1523, -3.1215, 4.1823)
C (-0.0079, -5.3635, 4.9556)
H (0.3842, -2.2458, 6.4655)
H (-0.3792, -3.6666, 7.2057)
H (1.3528, -3.6923, 6.8079)
H (-0.7760, -5.7791, 5.6096)
H (0.9563, -5.8045, 5.2132)
H (-0.2480, -5.6099, 3.9241)
C (-0.9910, 6.4803, 2.1204)
C (-0.4598, 6.0443, 0.7766)
O (-1.0396, 5.2273, 0.1015)
C (0.8327, 6.6731, 0.3172)
H (-1.9192, 5.9545, 2.3310)
H (-0.2650, 6.2496, 2.9013)
H (-1.1821, 7.5545, 2.1165)
H (1.6300, 6.4494, 1.0278)
H (0.7158, 7.7552, 0.2403)
H (1.1034, 6.2741, -0.6575)

As for the energy relative to the best compared isomer or geometry (same formula, charge and spin): 0.000 eV. The spin multiplicity is 2. For the maximum force, the calculation gives 2.2 eV/A. The HOMO-LUMO gap (alpha / beta) is 9.02 / 9.31 eV. Its total energy is -2769.45699 a.u. The HOMO energy (alpha / beta) comes out at -0.3048 / -0.3241 Eh.

=====

Below is a molecular structure, C31H57HgN2O2P2S at a distorted geometry, with properties calculated with ωB97M-V/def2-TZVPD.

CARTESIAN COORDINATES (ANGSTROEM)
C (2.2551, -1.3077, -0.9157)
C (1.2146, 0.5100, -1.9461)
C (3.2007, -1.4046, -1.9399)
C (2.0929, 0.4404, -3.0301)
C (3.1011, -0.5300, -3.0177)
H (3.9627, -2.1812, -1.8707)
H (1.9695, 1.1475, -3.8533)
H (3.8040, -0.5957, -3.8469)
N (1.3597, -0.3207, -0.9037)
P (0.4699, -2.5783, 0.8653)
P (-0.1801, 2.2452, -0.1710)
C (2.1780, -2.3369, 0.2185)
H (2.6090, -3.2963, -0.1147)
H (2.7906, -1.9872, 1.0643)
C (-2.2897, -0.5796, 2.9482)
O (-3.2043, -0.0174, 3.3628)
C (0.0288, 1.4476, -1.8948)
H (0.1233, 2.2322, -2.6569)
C (-1.7866, 3.2564, -0.2178)
C (1.2981, 3.4070, 0.1101)
C (-0.4590, -3.6331, -0.3961)
C (0.5756, -3.3996, 2.5533)
C (-2.9197, 2.4039, 0.3973)
H (-2.8226, 2.3354, 1.4889)
H (-3.8813, 2.8877, 0.1657)
H (-2.9430, 1.3862, -0.0127)
C (-1.7068, 4.5513, 0.6078)
H (-1.4953, 4.3547, 1.6651)
H (-0.9691, 5.2610, 0.2165)
H (-2.6904, 5.0450, 0.5631)
C (-2.1610, 3.6191, -1.6612)
H (-2.9448, 4.3927, -1.6263)
H (-1.3256, 4.0382, -2.2351)
H (-2.5659, 2.7525, -2.2001)
C (1.1938, 4.0163, 1.5390)
H (0.5925, 3.3835, 2.2057)
H (2.1926, 4.0972, 1.9914)
H (0.7593, 5.0248, 1.5311)
C (2.5931, 2.5699, 0.0300)
H (2.5045, 1.6441, 0.6083)
H (2.8451, 2.3290, -1.0077)
H (3.4228, 3.1517, 0.4580)
C (1.3429, 4.5221, -0.9571)
H (0.6579, 4.3602, -1.7977)
H (1.1278, 5.5086, -0.5218)
H (2.3550, 4.5781, -1.3880)
C (-0.8584, -3.6076, 3.0810)
H (-0.7932, -4.0876, 4.0707)
H (-1.3875, -2.6484, 3.1980)
H (-1.4561, -4.2570, 2.4262)
C (1.3180, -2.4663, 3.5279)
H (2.3318, -2.2216, 3.1856)
H (0.7793, -1.5249, 3.6916)
H (1.4099, -2.9772, 4.5004)
C (1.3320, -4.7378, 2.4997)
H (2.1790, -4.7205, 1.8010)
H (1.7404, -4.9457, 3.4996)
H (0.6771, -5.5799, 2.2478)
C (-0.0071, -3.2588, -1.8174)
H (1.0477, -3.5060, -1.9981)
H (-0.6134, -3.8265, -2.5410)
H (-0.1696, -2.1907, -2.0125)
C (-1.9820, -3.3479, -0.2542)
H (-2.3173, -2.6253, -1.0112)
H (-2.5394, -4.2908, -0.3718)
H (-2.2552, -2.9150, 0.7168)
C (-0.1894, -5.1309, -0.2043)
H (0.8830, -5.3657, -0.1996)
H (-0.6584, -5.5328, 0.7019)
H (-0.6363, -5.6657, -1.0570)
Hg (-0.5112, -0.2694, 0.7972)
N (-1.7575, -0.1834, -1.1549)
C (-1.2896, 0.5104, -2.0803)
C (-1.9907, 0.3938, -3.5100)
C (-1.4896, 1.4220, -4.5153)
C (-1.6623, -0.9882, -4.0738)
C (-3.5173, 0.5144, -3.3157)
H (-1.6602, 2.4555, -4.1909)
H (-0.4198, 1.2911, -4.7255)
H (-2.0307, 1.2906, -5.4659)
H (-2.0079, -1.7673, -3.3864)
H (-2.1679, -1.1362, -5.0398)
H (-0.5809, -1.1130, -4.2182)
H (-3.9696, 1.2009, -4.0450)
H (-3.9860, -0.4699, -3.4236)
H (-3.7729, 0.8554, -2.3071)
C (0.3709, 1.3535, 4.4341)
S (1.8638, 1.3880, 3.4340)
C (3.0050, 0.4823, 4.4847)
O (1.5239, 0.4290, 2.3026)
H (0.5644, 1.9036, 5.3647)
H (0.0893, 0.3082, 4.6194)
H (-0.4235, 1.8591, 3.8671)
H (2.4543, -0.1870, 5.1578)
H (3.6972, -0.0887, 3.8560)
H (3.5575, 1.2446, 5.0464)

As for the energy relative to the best compared isomer or geometry (same formula, charge and spin): 0.231 eV. The spin multiplicity is 1. The charge is +1. For the maximum force, the calculation gives 3.7 eV/A. The HOMO-LUMO gap is 6.71 eV. Its total energy is -2709.46356 a.u. The HOMO energy comes out at -0.3431 Eh.